A:
ORCA calculation (ωB97M-V with the def2-TZVPD basis set) on a molecular structure, C3H9N3O.

Values from the calculation:
HOMO-LUMO gap: 6.9 eV

Last column: natural (NBO) charge in e.
Geometry (Å):
H -0.65 2.51 0.53  0.37
H -0.05 -2.52 0.04  0.24
C -0.22 0.62 -0.16  0.54
H 0.68 -1.18 1.61  0.21
N 0.01 1.84 0.16  -0.74
C 0.84 -1.54 0.38  -0.46
H 1.96 1.00 -1.07  0.23
N -1.33 0.12 0.47  -0.26
O -1.94 -0.85 -0.26  -0.39
H 3.02 -0.49 -0.44  0.21
H -3.12 0.02 -1.56  0.12
H 1.95 -2.04 0.19  0.23
H 2.24 0.76 0.88  0.22
N 0.66 -0.31 -0.46  -0.46
C 2.09 0.31 -0.22  -0.43
H -2.14 0.85 0.71  0.37

B:
ORCA calculation (ωB97M-V with the def2-TZVPD basis set) on a molecular structure, C3H9N3O.

Values from the calculation:
HOMO-LUMO gap: 9.4 eV

Last column: natural (NBO) charge in e.
Geometry (Å):
C -1.09 -1.13 1.29  -0.63
H 3.04 -0.36 -1.05  0.16
C -0.67 -0.31 -0.03  0.39
H -2.17 -0.85 1.30  0.21
N -1.72 0.37 -0.58  -0.52
H -1.09 1.27 -2.33  0.39
N 0.45 -0.19 -0.61  -0.25
H -0.49 -0.75 1.98  0.22
H -2.95 0.32 -0.50  0.44
N -1.59 1.70 -1.51  -0.69
H 2.96 1.06 0.33  0.17
H -1.22 2.55 -0.92  0.39
H -0.99 -2.45 1.48  0.23
O 1.49 -0.55 0.46  -0.44
H 3.32 -0.65 0.61  0.19
C 2.71 -0.02 0.09  -0.24

The most stable of them is B.

A:
ORCA calculation (ωB97M-V with the def2-TZVPD basis set) on a molecular structure, C3H9N3O.

Values from the calculation:
HOMO-LUMO gap (alpha / beta): 9.5 / 6.9 eV

Last column: natural (NBO) charge in e.
Geometry (Å):
N -1.33 1.73 0.01  -0.75
H 1.79 0.85 1.69  0.20
H -2.28 -2.88 -0.18  0.22
C -1.52 -2.13 0.07  -0.47
H 1.69 2.06 -0.98  0.35
H -2.27 1.36 -0.02  0.40
H -1.73 -1.73 1.06  0.20
H 2.70 0.24 0.28  0.18
H -1.29 -1.45 -1.82  0.33
N -1.57 -1.08 -0.91  -0.40
H 3.12 1.80 0.98  0.21
C 2.27 1.14 0.75  -0.44
O 0.07 -0.08 -0.69  -0.47
C -0.40 1.00 -0.28  0.81
H -0.55 -2.66 0.10  0.19
N 1.31 1.82 -0.06  -0.54

B:
ORCA calculation (ωB97M-V with the def2-TZVPD basis set) on a single C3H9N3O molecule.

Values from the calculation:
HOMO-LUMO gap: 8.6 eV
SMILES: CNC[C@H](N)N=O

Last column: natural (NBO) charge in e.
Geometry (Å):
C -0.61 1.60 1.08  -0.41
H -1.19 -1.85 -0.57  0.36
H -0.65 -0.28 1.87  0.35
O 2.06 -0.92 -2.41  -0.28
H -1.59 1.44 0.63  0.16
C 0.27 -0.51 -1.04  -0.01
H 1.85 0.02 0.42  0.21
H 0.01 2.19 0.39  0.20
N 1.28 -1.45 -1.62  0.15
H -1.72 -0.29 -0.73  0.37
H 0.37 0.46 -1.54  0.19
C 0.86 -0.47 0.41  -0.24
N 0.02 0.34 1.41  -0.64
H 0.92 -1.47 0.84  0.21
H -0.79 2.19 1.98  0.20
N -1.10 -1.00 -1.11  -0.82

The most stable of them is B.

A:
ORCA calculation (ωB97M-V with the def2-TZVPD basis set) on a single C3H2O4 molecule.

Values from the calculation:
HOMO-LUMO gap: 9.4 eV

Last column: natural (NBO) charge in e.
Geometry (Å):
C 1.30 0.58 0.04  0.25
O -0.84 -0.36 -0.72  -0.48
H 0.60 -0.59 1.93  0.50
O 0.26 -1.18 1.19  -0.68
C -1.13 0.87 -0.66  0.98
O -2.10 1.51 -0.86  -0.48
H 0.94 -1.61 -0.62  0.21
O 0.47 1.49 -0.23  -0.53
C 0.50 -0.72 -0.06  0.23

B:
ORCA calculation (ωB97M-V with the def2-TZVPD basis set) on a single C3H2O4 molecule.

Values from the calculation:
HOMO-LUMO gap: 8.5 eV
SMILES: O=C=COC(=O)O

Last column: natural (NBO) charge in e.
Geometry (Å):
H -2.36 1.43 -0.19  0.51
O -0.05 1.23 0.28  -0.56
C 0.81 -1.10 0.13  -0.24
O -2.13 0.49 -0.22  -0.64
C -0.85 0.32 0.06  0.99
C 1.45 0.05 -0.20  0.62
H 1.21 -2.09 0.13  0.24
O 2.46 0.64 -0.32  -0.48
O -0.54 -0.97 0.34  -0.44

The most stable of them is B.

A:
ORCA calculation (ωB97M-V with the def2-TZVPD basis set) on a molecular structure, CH4N3O.

Values from the calculation:
HOMO-LUMO gap: 9.2 eV
total charge: +1

Last column: natural (NBO) charge in e.
Geometry (Å):
N -1.45 0.22 -0.80  -0.72
C -0.17 0.33 -0.60  0.38
O 2.36 -1.14 1.60  -0.02
H 0.12 -0.52 1.19  0.36
H -1.91 -0.46 -0.27  0.41
N 2.19 -0.07 1.32  0.55
H 0.40 0.99 -1.39  0.23
H -2.07 0.64 -1.54  0.46
N 0.53 0.01 0.49  -0.64

B:
ORCA calculation (ωB97M-V with the def2-TZVPD basis set) on 2 unconnected molecules or ions with the total composition CH4N3O.

Values from the calculation:
HOMO-LUMO gap: 9.2 eV
total charge: +1

Last column: natural (NBO) charge in e.
Geometry (Å):
H -1.45 2.01 -0.44  0.52
O 1.50 1.22 -0.33  -0.27
C -1.28 -0.08 0.21  0.78
N -1.00 -1.33 0.46  -0.81
N -1.44 1.04 -0.07  -0.46
H -1.42 -2.10 -0.09  0.48
H 3.11 0.30 -0.89  0.29
H -0.37 -1.52 1.31  0.49
N 2.19 0.20 -0.35  -0.02

The most stable of them is A.

A:
ORCA calculation (ωB97M-V with the def2-TZVPD basis set) on 2 unconnected molecules or ions with the total composition C4H14N.

Values from the calculation:
HOMO-LUMO gap: 10.7 eV
total charge: +1

Last column: natural (NBO) charge in e.
Geometry (Å):
C 2.30 0.48 0.81  -0.64
H -2.71 1.17 -0.40  0.22
H 0.21 0.11 0.53  0.24
H 2.08 1.37 1.38  0.24
H 0.29 -2.05 1.83  0.45
H 1.20 -1.18 -0.15  0.24
C -2.19 0.80 -2.53  -0.61
H -1.26 1.21 -2.90  0.21
H -1.03 0.66 -0.72  0.16
H 3.13 -0.01 1.32  0.22
H 1.81 -1.56 2.31  0.44
C -2.07 0.53 -1.01  -0.61
C 1.12 -0.46 0.66  -0.22
H 2.70 0.67 -0.19  0.27
H 0.47 -0.66 2.66  0.44
H -3.07 1.40 -2.73  0.22
H -2.39 -0.13 -3.06  0.21
N 0.91 -1.24 1.94  -0.67
H -2.37 -0.51 -0.84  0.20

B:
ORCA calculation (ωB97M-V with the def2-TZVPD basis set) on 2 unconnected molecules or ions with the total composition C4H14N.

Values from the calculation:
HOMO-LUMO gap: 10.6 eV
total charge: +1

Last column: natural (NBO) charge in e.
Geometry (Å):
H 0.90 -0.83 -1.25  0.44
H -1.39 -2.58 -2.04  0.25
C -1.06 -1.52 -1.88  -0.23
N 0.48 -1.66 -1.72  -0.68
H -2.71 -0.52 -0.65  0.26
H 0.93 -1.43 -2.63  0.45
C 1.55 1.67 2.29  -0.61
H -1.18 -0.67 0.21  0.23
C -1.75 -1.17 -0.50  -0.67
H 0.79 -2.44 -1.24  0.44
H 2.48 1.32 1.69  0.19
H 1.85 2.45 3.00  0.22
H -1.27 -0.72 -2.62  0.25
H -2.28 -1.93 0.01  0.25
H 0.45 1.55 0.49  0.15
H 0.94 3.01 0.86  0.21
C 0.50 2.23 1.33  -0.59
H -0.47 2.44 1.72  0.22
H 1.23 0.79 2.95  0.20

C:
ORCA calculation (ωB97M-V with the def2-TZVPD basis set) on 2 unconnected molecules or ions with the total composition C4H14N.

Values from the calculation:
HOMO-LUMO gap: 8.6 eV
total charge: +1

Last column: natural (NBO) charge in e.
Geometry (Å):
H -3.34 2.37 0.85  0.45
H 4.38 -3.60 1.00  0.21
H 5.03 -2.99 -0.55  0.22
H 3.36 -2.21 0.32  0.21
H -4.28 0.22 -1.88  0.27
H -4.31 2.02 -1.71  0.24
H -4.96 0.98 -0.38  0.23
N -2.54 2.04 0.28  -0.68
H -1.76 1.72 0.89  0.45
C -4.12 1.03 -1.14  -0.66
C -2.76 0.86 -0.54  -0.24
H -2.78 -0.06 0.05  0.25
H 6.16 -1.32 0.96  0.20
H -2.15 2.94 -0.13  0.46
H -1.92 0.97 -1.33  0.24
H 4.83 -0.61 0.22  0.19
H 4.54 -1.10 1.90  0.20
C 4.39 -2.71 0.35  -0.63
C 4.98 -1.45 0.98  -0.61

The most stable of them is A.

A:
ORCA calculation (ωB97M-V with the def2-TZVPD basis set) on a molecular structure, C2H5O2S.

Values from the calculation:
HOMO-LUMO gap: 7.6 eV
total charge: -1

Last column: natural (NBO) charge in e.
Geometry (Å):
H 0.65 -1.03 2.29  0.18
S 0.38 -1.62 -0.08  -0.48
C 0.21 1.57 -1.77  0.65
O -0.04 2.60 -2.40  -0.68
H -0.08 -0.05 -0.44  0.39
H -0.75 -2.05 1.96  0.19
H -0.84 -0.27 1.62  0.20
O -0.41 1.08 -0.70  -0.76
C -0.20 -1.21 1.58  -0.74
H 1.09 0.96 -2.05  0.06

B:
ORCA calculation (ωB97M-V with the def2-TZVPD basis set) on a molecular structure, C2H5O2S.

Values from the calculation:
HOMO-LUMO gap: 6.9 eV
total charge: -1

Last column: natural (NBO) charge in e.
Geometry (Å):
H 0.35 -1.09 1.19  0.20
H 1.29 0.93 -0.56  0.16
S -1.44 -0.66 -1.25  1.51
C 0.58 -0.05 1.21  -0.64
C 0.32 0.59 -0.13  -0.69
H -0.10 1.57 -0.01  0.15
H -0.10 0.36 1.92  0.18
O -0.95 -2.02 -1.46  -1.02
H 1.63 0.35 1.63  0.16
O -1.58 0.03 -2.54  -1.02

The most stable of them is A.

A:
ORCA calculation (ωB97M-V with the def2-TZVPD basis set) on 2 unconnected molecules or ions with the total composition C4H10NOP.

Values from the calculation:
HOMO-LUMO gap: 9.0 eV
SMILES: CCP(C)O.C#N

Last column: natural (NBO) charge in e.
Geometry (Å):
H 1.70 1.19 0.84  0.20
H 1.20 -1.16 -1.96  0.22
H -2.02 -0.15 -2.44  0.51
O -1.17 -0.30 -2.06  -1.01
C -0.47 0.84 0.23  -0.79
H -0.78 -0.26 0.51  0.25
C -1.47 -2.53 2.03  0.09
H 0.58 1.35 2.11  0.23
P -0.16 0.88 -1.55  1.06
N -2.05 -1.72 1.48  -0.31
H 0.74 2.65 0.69  0.22
H 2.45 0.05 -2.02  0.23
C 1.44 -0.26 -1.53  -0.92
H -0.95 -3.18 2.63  0.22
H -1.33 1.45 0.50  0.23
C 0.63 1.61 1.03  -0.63
H 1.66 -0.45 -0.46  0.21

B:
ORCA calculation (ωB97M-V with the def2-TZVPD basis set) on a single C4H10NOP molecule.

Values from the calculation:
HOMO-LUMO gap: 9.1 eV
SMILES: CC1(C)COPN1

Last column: natural (NBO) charge in e.
Geometry (Å):
H 1.07 1.24 1.61  0.23
H -2.65 0.66 1.33  -0.11
H -0.49 -1.08 1.65  0.19
O -1.78 -1.19 -0.05  -0.80
C 0.24 0.15 -0.08  0.04
H 1.51 -0.48 1.37  0.21
C 0.59 -0.15 -1.57  -0.63
H 0.70 -1.23 -1.77  0.21
C -0.41 -1.14 0.51  -0.05
H -0.58 2.07 -0.17  0.39
H 0.07 -1.99 0.20  0.19
C 1.37 0.43 0.80  -0.61
H 2.35 0.77 0.39  0.22
H -0.33 0.13 -2.17  0.22
P -2.41 0.31 -0.10  1.03
H 1.50 0.38 -2.05  0.22
N -0.76 1.13 0.11  -0.93

The most stable of them is B.

A:
ORCA calculation (ωB97M-V with the def2-TZVPD basis set) on 2 unconnected molecules or ions with the total composition CH6N2O2.

Values from the calculation:
HOMO-LUMO gap: 11.0 eV
SMILES: NC(N)=O.O

Last column: natural (NBO) charge in e.
Geometry (Å):
H 2.74 1.59 1.41  0.46
H -1.02 -1.19 0.98  0.38
C -0.35 -0.60 -0.81  0.76
H 0.33 -2.09 0.28  0.40
N -0.18 -1.24 0.43  -0.85
H -2.10 0.06 -0.17  0.36
H 1.45 1.40 0.72  0.47
N -1.38 0.36 -0.81  -0.83
O 0.46 -0.65 -1.70  -0.62
O 1.83 1.91 1.42  -0.93
H -1.79 0.45 -1.73  0.39

B:
ORCA calculation (ωB97M-V with the def2-TZVPD basis set) on 2 unconnected molecules or ions with the total composition CH6N2O2.

Values from the calculation:
HOMO-LUMO gap: 10.4 eV
SMILES: NC(N)=O.O

Last column: natural (NBO) charge in e.
Geometry (Å):
H 0.62 1.10 -0.49  0.40
O 2.23 -0.29 -1.07  -0.98
H -0.95 1.22 -0.79  0.37
N -0.27 0.97 -0.08  -0.87
O 0.26 -1.00 0.99  -0.62
H -2.64 0.36 0.48  0.40
H 2.50 -1.03 -1.69  0.49
H -2.22 -0.85 1.53  0.39
H 2.87 -0.05 -0.38  0.49
C -0.54 -0.18 0.67  0.78
N -1.86 -0.25 0.83  -0.85

The most stable of them is A.

A:
ORCA calculation (ωB97M-V with the def2-TZVPD basis set) on 2 unconnected molecules or ions with the total composition C8H10N4OS.

Values from the calculation:
HOMO-LUMO gap (alpha / beta): 5.6 / 7.5 eV

Last column: natural (NBO) charge in e.
Geometry (Å):
N -2.30 -1.32 1.11  -0.24
H -0.98 -0.33 2.38  0.24
H 3.12 1.55 1.83  0.22
C 1.82 -0.85 -0.91  -0.25
N -2.30 -1.66 -0.13  -0.05
C -1.14 -0.72 1.39  0.12
H 1.38 -1.68 -1.51  0.22
S -2.23 1.71 0.18  0.76
H 3.81 -1.02 -1.57  0.21
H -3.92 1.79 -1.54  0.22
H 4.76 0.30 -0.05  0.22
H -4.31 1.25 0.06  0.22
C 3.70 0.29 0.07  -0.23
O -1.07 1.23 -0.66  -0.94
C 1.53 0.53 1.07  -0.22
C 3.16 -0.56 -0.88  -0.17
H 0.95 1.19 1.67  0.23
C 0.98 -0.38 0.08  0.17
N -0.36 -0.69 0.31  -0.16
C 2.87 0.84 1.06  -0.19
C -3.65 1.12 -0.77  -0.83
N -1.12 -1.42 -0.60  -0.21
H -0.97 -1.17 -1.60  0.42
H -3.71 0.01 -1.00  0.24

B:
ORCA calculation (ωB97M-V with the def2-TZVPD basis set) on a single C8H10N4OS molecule.

Values from the calculation:
HOMO-LUMO gap: 8.5 eV
SMILES: CSc1nc2c(ncn2C)c(=O)n1C

Last column: natural (NBO) charge in e.
Geometry (Å):
C 0.96 0.78 0.18  0.26
C -0.50 0.99 -1.70  0.64
H -2.61 -3.26 -1.32  0.20
N -1.20 -2.23 -0.15  -0.36
C -0.98 -0.47 -1.54  -0.01
C -2.06 -2.41 -1.22  0.20
O -0.93 1.58 -2.70  -0.59
S 2.24 1.29 1.17  0.23
H 0.58 2.59 2.42  0.23
N 0.62 1.46 -1.00  -0.44
C 1.69 2.34 -1.66  -0.40
N 0.39 -0.33 0.58  -0.50
H 2.03 2.02 3.53  0.24
H 2.66 1.98 -1.46  0.21
H 0.62 0.96 3.07  0.23
H -0.34 -3.14 1.46  0.22
N -1.97 -1.40 -2.07  -0.42
C 1.30 1.79 2.72  -0.71
C -0.54 -1.01 -0.28  0.29
H -1.93 -2.44 1.85  0.21
H -1.81 -3.92 0.97  0.21
C -1.34 -2.93 1.10  -0.41
H 1.47 2.44 -2.74  0.25
H 1.66 3.33 -1.22  0.21

The most stable of them is B.